{
  "formula": "H2NOP",
  "method": "ωB97M-V/def2-TZVPD",
  "relative_energy_kj_mol": 513.91,
  "homo_energy_ev": [-10.5, -10.4],
  "homo_lumo_gap_ev": [8.58, 8.58],
  "total_energy_ha": -472.3850,
  "species": ["N", "O", "P", "H", "H"],
  "coordinates": [[-1.220, -0.929, -0.028], [-0.859, 1.187, -0.029], [0.136, 0.002, -0.047], [0.802, -0.154, 1.137], [1.141, -0.106, -1.032]]
}